[1]
11
Properties=species:S:1:pos:R:3:forces:R:3:mulliken_charge:R:1 method="wB97M-V/def2-TZVPD" e_above_lowest_ev=2.992 multiplicity=1 smiles="C=C=CC=C" gap_ev=9.72 lumo_energy_ev=1.00
C 0.083659 -0.392425 1.295838 -0.351 -2.446 1.444 -0.6951
C -0.050201 0.853065 1.089759 0.257 1.395 -0.754 0.2750
C -0.130176 1.720118 0.142496 0.151 1.667 0.510 -0.7661
C -0.042257 -0.675873 -1.119735 1.373 -5.531 -2.153 -0.7326
C 0.113919 -1.233507 0.107083 -0.315 1.599 -1.714 0.0156
H -0.062511 -0.835647 2.242856 0.463 -0.529 1.045 0.3740
H -1.114618 2.052377 -0.122949 -0.255 0.344 -0.587 0.3311
H 0.778317 2.140040 -0.270755 -0.137 0.436 -0.085 0.3456
H 0.111208 0.270166 -1.598541 -0.531 0.423 0.529 0.3661
H 0.021775 -1.595884 -1.914127 -0.272 2.544 1.451 0.1424
H 0.290886 -2.302430 0.148076 -0.382 0.097 0.316 0.3438


[2]
7
Properties=species:S:1:pos:R:3:forces:R:3:mulliken_charge:R:1 method="wB97M-V/def2-TZVPD" e_above_lowest_ev=0.825 multiplicity=1 gap_ev=8.73 lumo_energy_ev=-1.19
N 0.047293 -0.058407 0.475146 -0.766 2.783 -1.369 -0.5277
O -2.953143 -3.325229 0.835764 -0.034 -0.019 0.327 -0.3536
O -4.289319 -1.595801 -0.274356 0.209 -0.775 1.784 -0.3531
S -3.932604 -2.289135 0.960362 -0.171 0.795 -2.152 0.6853
Br -1.603418 0.374629 1.272337 -0.521 -0.363 0.970 -0.0458
H 0.033703 -1.022185 0.217609 -0.393 -0.812 -0.359 0.2850
H -0.239164 0.538403 -0.365926 1.676 -1.609 0.799 0.3097